Entry w
# C9H14

A 2-piece molecular cluster, C9H14 overall (ωB97M-V/def2-TZVPD, the Open Molecules 2025 dataset).

molar mass = 122.21 g mol⁻¹
SMILES = Cc1ccccc1.CC

The geometry in ORCA input format:
```
! wB97M-V def2-TZVPD RIJCOSX def2/J DEFGRID3
* xyz 0 1
C 0.44662 -2.24240 -1.08334
C 0.37274 -0.37140 -2.66976
C 0.54994 -0.77828 -1.34558
C 0.46580 1.05085 -2.86777
C 0.97612 0.19135 -0.37858
C 0.78795 2.00860 -1.93241
C 1.00480 1.58309 -0.57585
H 0.28170 -1.06842 -3.54083
H 0.33114 1.48144 -3.92444
H -0.39512 -2.71024 -1.64941
H 0.26785 -2.56286 -0.07290
H 0.86293 -0.17393 0.71719
H 0.79629 3.08262 -2.17101
H 1.23359 2.21387 0.21913
H 1.29559 -2.71640 -1.63467
C -1.54384 -0.22795 3.49553
C -0.83816 0.40992 2.22468
H -0.70942 -0.40453 4.32050
H -2.21617 0.41196 3.94243
H -1.92231 -1.15237 3.35912
H -1.62163 0.71327 1.25623
H 0.00597 -0.14500 1.89865
H -0.43238 1.40681 2.41310
*
```


Entry x
# C9H14

A 2-piece molecular cluster, C9H14 overall (ωB97M-V/def2-TZVPD, the Open Molecules 2025 dataset).

molar mass = 122.21 g mol⁻¹
SMILES = Cc1ccccc1.CC

The geometry in ORCA input format:
```
! wB97M-V def2-TZVPD RIJCOSX def2/J DEFGRID3
* xyz 0 1
C 1.39732 -1.71103 -1.42916
C -1.58785 -0.67470 0.61755
C -1.09709 -0.70464 1.92598
C -0.73896 -1.04915 -0.49093
C 0.58087 -1.36904 -0.30418
C 0.25987 -1.03382 2.09038
C 1.08254 -1.27564 0.95103
H -2.59719 -0.45240 0.52657
H -1.77143 -0.53048 2.76482
H -1.09764 -1.10249 -1.47406
H 0.78629 -1.14499 2.99192
H 2.44468 -2.03509 -1.40085
H 1.41324 -0.86097 -2.16552
H 2.14626 -1.31700 1.04322
H 0.85589 -2.50248 -1.97214
C 0.50148 2.18882 -0.46867
C -1.03922 2.37819 -0.35368
H 0.78076 2.51467 -1.46586
H 1.33416 2.73058 0.12130
H 0.56019 1.04779 -0.29990
H -1.32467 1.54146 -1.01302
H -1.47408 3.20839 -0.82097
H -1.41544 2.15402 0.62617
*
```


Entry y
# C9H14

A 2-piece molecular cluster, C9H14 overall (ωB97M-V/def2-TZVPD, the Open Molecules 2025 dataset).

molar mass = 122.21 g mol⁻¹
SMILES = Cc1ccccc1.CC

The geometry in ORCA input format:
```
! wB97M-V def2-TZVPD RIJCOSX def2/J DEFGRID3
* xyz 0 1
C -1.66613 1.22943 -2.20697
C -1.22845 2.48174 0.03374
C -0.85968 1.53771 -0.94344
C -0.49369 2.72884 1.14003
C 0.75323 2.13243 1.22966
C 0.31517 0.77106 -0.69151
C 1.19261 1.14661 0.29050
H -2.00140 3.18871 -0.22682
H -0.99183 3.21029 2.05757
H -2.71802 1.55170 -2.05713
H -1.67285 0.19735 -2.46311
H 1.50919 2.43911 1.89503
H 0.42979 -0.18604 -1.12157
H 2.15346 0.79828 0.26195
H -1.18642 1.63627 -2.96087
C 1.37100 -3.33481 0.36099
C 0.09916 -2.90141 1.06083
H 1.18243 -4.14255 -0.18700
H 1.61920 -2.59962 -0.31163
H 2.29364 -3.68861 0.97501
H 0.63945 -2.58112 1.92220
H -0.21117 -1.91922 0.57774
H -0.52871 -3.69614 1.36480
*
```


Entry z
# C9H14

A 2-piece molecular cluster, C9H14 overall (ωB97M-V/def2-TZVPD, the Open Molecules 2025 dataset).

molar mass = 122.21 g mol⁻¹
SMILES = Cc1ccccc1.CC

The geometry in ORCA input format:
```
! wB97M-V def2-TZVPD RIJCOSX def2/J DEFGRID3
* xyz 0 1
C -1.13309 -0.31339 -2.83727
C -1.07988 0.57108 -0.46932
C -1.47929 -0.40433 -1.37679
C -1.34620 0.42025 0.89176
C -2.13079 -1.53575 -0.89192
C -2.02923 -0.69375 1.33948
C -2.40780 -1.69707 0.45906
H -0.63951 1.47285 -0.87656
H -1.02610 1.24933 1.50906
H -1.40446 -1.24742 -3.33328
H -0.09364 -0.14661 -2.97727
H -2.37869 -2.33251 -1.58465
H -2.26412 -0.78233 2.39513
H -2.95994 -2.54793 0.83402
H -1.62722 0.47642 -3.40112
C 2.56870 0.33798 1.15270
C 3.41073 1.55168 1.49115
H 2.47558 -0.40108 1.94514
H 1.55256 0.57722 0.83273
H 2.94091 -0.12275 0.23924
H 3.46647 2.24150 0.64705
H 4.45493 1.24225 1.62424
H 3.13010 2.08437 2.38741
*
```


Stability, lowest: entry y


Entry w
# C9H14

A 2-piece molecular cluster, C9H14 overall (ωB97M-V/def2-TZVPD, the Open Molecules 2025 dataset).

molar mass = 122.21 g mol⁻¹
SMILES = Cc1ccccc1.CC

The geometry in ORCA input format:
```
! wB97M-V def2-TZVPD RIJCOSX def2/J DEFGRID3
* xyz 0 1
C -1.22884 -1.62996 -1.45331
C -0.65726 1.64039 0.39507
C -1.35880 0.56673 -0.06161
C 0.41751 2.23034 -0.32460
C -0.78489 -0.25183 -1.13383
C 0.86293 1.49181 -1.42743
C 0.28699 0.29571 -1.81419
H -1.09504 2.06713 1.29204
H -2.20788 0.17496 0.41189
H 0.93981 3.02125 -0.03649
H 1.70799 1.96944 -1.91480
H -1.73625 -1.97315 -0.45430
H -0.38669 -2.30687 -1.75143
H 0.61261 -0.09735 -2.81591
H -1.85929 -1.49935 -2.25261
C 1.82714 -1.58662 2.29195
C 0.24585 -1.47681 2.40840
H 2.19553 -1.94432 3.20548
H 2.06584 -2.18858 1.42390
H 2.32412 -0.56687 2.13708
H -0.24622 -2.43615 2.17175
H -0.06822 -0.63755 1.79331
H 0.08992 -1.26110 3.50746
*
```


Entry x
# C9H14

A 2-piece molecular cluster, C9H14 overall (ωB97M-V/def2-TZVPD, the Open Molecules 2025 dataset).

molar mass = 122.21 g mol⁻¹
SMILES = Cc1ccccc1.CC

The geometry in ORCA input format:
```
! wB97M-V def2-TZVPD RIJCOSX def2/J DEFGRID3
* xyz 0 1
C -0.11665 -2.44230 -0.49478
C -1.67145 0.99459 -0.04326
C -1.15109 -0.25865 0.26997
C -1.72146 1.44572 -1.32302
C -0.55927 -1.01082 -0.76708
C -1.07147 0.75471 -2.35518
C -0.44705 -0.45286 -2.06464
H -2.30853 1.29522 0.79865
H -1.16783 -0.77188 1.22602
H -2.23990 2.36539 -1.56792
H -1.07595 1.24790 -3.32136
H -0.83435 -3.09058 -0.99420
H -0.17531 -2.51601 0.60059
H 0.00102 -0.98507 -2.88542
H 0.93341 -2.65502 -0.69243
C 1.91497 0.32292 1.12984
C 1.48614 1.26890 2.22128
H 2.42184 -0.57289 1.54104
H 1.04683 -0.07328 0.58171
H 2.69511 0.59882 0.42146
H 0.72153 1.99464 1.92644
H 2.26673 1.83905 2.73162
H 1.05275 0.70149 3.06071
*
```


Entry y
# C9H14

A 2-piece molecular cluster, C9H14 overall (ωB97M-V/def2-TZVPD, the Open Molecules 2025 dataset).

molar mass = 122.21 g mol⁻¹
SMILES = Cc1ccccc1.CC

The geometry in ORCA input format:
```
! wB97M-V def2-TZVPD RIJCOSX def2/J DEFGRID3
* xyz 0 1
C 0.85813 1.05005 2.68791
C 1.66351 1.19732 3.93264
H 1.34833 0.38089 1.94064
H -0.16874 0.58733 2.86780
H 0.49307 1.88077 2.02631
H 1.52639 2.22307 4.33411
H 2.69674 1.04348 3.76743
H 1.48028 0.39732 4.61787
C -0.15800 0.97211 -3.25411
C -0.22210 -0.96956 -0.08424
C -0.02197 0.00207 -1.01363
C -0.99389 -2.12510 -0.33735
C -0.54338 -0.09909 -2.28256
C -1.68769 -2.14524 -1.56514
C -1.47775 -1.11180 -2.51574
H 0.20612 -0.95614 0.90436
H 0.66848 0.80079 -0.74876
H -1.26693 -2.82014 0.40763
H -2.23311 -3.01894 -1.87370
H 0.28475 1.67689 -2.61733
H -0.96397 1.44078 -3.77617
H -2.05155 -1.19276 -3.43476
H 0.56325 0.78592 -3.98321
*
```


Entry z
# C9H14

A 2-piece molecular cluster, C9H14 overall (ωB97M-V/def2-TZVPD, the Open Molecules 2025 dataset).

molar mass = 122.21 g mol⁻¹
SMILES = Cc1ccccc1.CC

The geometry in ORCA input format:
```
! wB97M-V def2-TZVPD RIJCOSX def2/J DEFGRID3
* xyz 0 1
C -0.75841 0.12387 2.89543
C 0.05103 -1.74369 -0.30141
C 1.29245 -1.21420 -0.63224
C -0.60762 -1.31450 0.84116
C 0.01393 -0.45291 1.75173
C 1.96448 -0.43070 0.29167
C 1.35899 -0.17930 1.51168
H -0.39987 -2.50771 -0.92312
H 1.74173 -1.71584 -1.48560
H -1.55657 -1.77877 1.09607
H 2.99994 -0.16871 0.13464
H -0.74553 -0.49531 3.78736
H -1.76058 0.46143 2.64549
H 1.87650 0.42325 2.25494
H -0.26086 1.04976 3.23337
C -0.05495 1.23284 -2.58874
C -1.27899 1.18412 -1.69624
H 0.65656 2.01599 -2.28251
H 0.60516 0.37975 -2.43771
H -0.26410 1.42532 -3.63687
H -1.60428 2.22005 -1.57032
H -1.10751 0.73421 -0.72857
H -2.16148 0.75105 -2.16019
*
```


Stability, lowest: entry w